Entry 1:
Formula: C7H11BO2
Source: the Open Molecules 2025 dataset
Level of theory: the ωB97M-V functional and the def2-TZVPD basis

Properties
Multiplicity   1
HOMO level   -8.86 eV
Energy relative to the best compared isomer or geometry (same formula, charge and spin)   5.0 kcal per mole
Structure (SMILES)   OB(O)[C@@]12C=C[C@@H](CC1)C2
Gap between HOMO and LUMO   0.33556 Eh
Max |F|   4.161 eV/Å

Last column: Mulliken charge in e.
Cartesian coordinates (Å):
O: 2.67357 0.98878 0.62466  -0.5915
B: 2.04504 -0.00300 -0.06532  0.5493
O: 2.72348 -1.07878 -0.69757  -0.5819
C: 0.42972 0.00372 -0.22968  0.7998
C: -0.02477 1.36930 -0.02243  -0.7866
C: -1.21209 1.41557 0.51480  -0.5736
C: -1.68889 -0.01670 0.66992  -0.0747
C: -1.82524 -0.58050 -0.80126  -0.7739
C: -0.43489 -0.61547 -1.35040  -0.8935
C: -0.34590 -0.70668 1.13910  -1.1677
H: 3.44179 0.87874 1.19805  0.2946
H: 3.68737 -1.14053 -0.44463  0.2709
H: 0.61981 2.26379 -0.20651  0.3380
H: -1.79211 2.25657 0.91112  0.4357
H: -2.61009 -0.10767 1.24098  0.4965
H: -2.54510 0.10378 -1.34661  0.3071
H: -2.18432 -1.55757 -0.78110  0.3832
H: -0.08805 -1.62636 -1.51785  0.4149
H: -0.45909 0.16988 -2.09487  0.3457
H: 0.01496 -0.27865 2.04091  0.3898
H: -0.42518 -1.73820 1.21867  0.4180

---

Entry 2:
Formula: C32H43BrN7O2RhS2
Source: the Open Molecules 2025 dataset
Level of theory: the ωB97M-V functional and the def2-TZVPD basis

Properties
Multiplicity   1
Total charge   +2
HOMO level   -13.25 eV
Energy relative to the best compared isomer or geometry (same formula, charge and spin)   70.8 kcal per mole
Gap between HOMO and LUMO   0.25184 Eh
Max |F|   3.644 eV/Å

Last column: Mulliken charge in e.
Cartesian coordinates (Å):
Rh: -0.47688 0.86241 -0.32260  0.6436
C: 4.58889 -1.11494 2.36152  -0.6620
C: 3.73399 -0.10129 3.10473  -0.5501
N: 2.29027 -0.25348 2.88209  -0.1083
C: 1.65639 0.14144 1.76935  0.5118
S: -0.08248 0.28230 1.90208  -0.6239
N: 2.31996 0.40076 0.68782  -0.8472
N: 1.59886 0.99332 -0.29493  0.3099
C: 2.14830 1.16243 -1.44838  1.4906
C: 3.45838 0.56798 -1.81452  -0.9422
C: 1.40405 2.05242 -2.34015  -0.0891
C: 2.02969 2.90984 -3.22855  -1.1402
C: 1.27419 3.88022 -3.86862  -0.5305
C: -0.08008 3.96490 -3.59547  -1.0617
C: -0.63018 3.05893 -2.70672  -0.2924
N: 0.09212 2.11540 -2.10316  0.4976
H: 5.63965 -0.93858 2.59286  0.4003
H: 4.45744 -1.00439 1.28698  -0.0152
H: 4.33777 -2.13573 2.65322  0.2719
H: 4.01850 0.90955 2.80829  0.2646
H: 3.89007 -0.19809 4.17713  0.4535
H: 1.71010 -0.45329 3.67929  0.2713
H: 3.31296 -0.50426 -1.92819  -0.1659
H: 4.19294 0.72323 -1.02407  0.3093
H: 3.83416 0.96255 -2.75384  0.4926
H: 3.09584 2.84625 -3.38852  0.4549
H: 1.74244 4.56413 -4.56390  0.4569
H: -0.70286 4.71606 -4.06014  0.4974
H: -1.68759 3.07028 -2.48128  0.5177
Br: -2.77087 -3.58149 -2.77863  -0.0855
C: -3.08989 -2.20442 -1.54702  -0.1867
C: -4.02160 -2.35405 -0.53454  -0.2042
C: -4.19319 -1.30660 0.35582  -1.0456
C: -3.38244 -0.19424 0.24254  -0.0740
N: -2.46411 -0.06231 -0.72256  0.9003
C: -2.35353 -1.03884 -1.63357  -0.6180
H: -4.59126 -3.26963 -0.44562  0.5029
H: -4.93192 -1.36086 1.14336  0.4944
H: -3.47663 0.63405 0.93246  0.1391
H: -1.65093 -0.88579 -2.43937  0.5512
C: 1.21511 -5.48945 0.79431  -0.9828
N: 0.50645 -4.22405 0.66816  0.0307
N: 0.87405 -3.23262 -0.21102  1.4182
C: 0.03689 -2.16825 -0.05407  0.5717
O: 0.17244 -1.09873 -0.77051  -0.8411
C: -0.89858 -2.54560 0.92649  -0.3158
C: -0.56311 -3.80793 1.35646  -0.2259
C: -1.18732 -4.64656 2.41581  -1.9116
C: 1.96300 -3.41691 -1.11972  -0.8326
C: 1.85377 -4.35586 -2.13547  -0.1456
C: 2.94912 -4.60174 -2.94780  -0.7154
C: 4.13450 -3.90550 -2.74600  -0.6311
C: 4.22173 -2.94908 -1.74315  -0.4297
C: 3.12962 -2.70140 -0.92304  0.2680
H: 2.19999 -5.40182 0.34817  0.4152
H: 0.67277 -6.29316 0.29708  0.3193
H: 1.32483 -5.73079 1.84849  0.3594
H: -1.73228 -1.95696 1.25695  0.6453
H: -2.04049 -4.12510 2.84207  0.4240
H: -0.47794 -4.85337 3.21895  0.3902
H: -1.52582 -5.60576 2.02105  0.3689
H: 0.92221 -4.89080 -2.27752  0.5567
H: 2.88091 -5.33867 -3.73649  0.4457
H: 4.99291 -4.11051 -3.37170  0.4420
H: 5.14738 -2.40953 -1.58702  0.4538
H: 3.16904 -1.97226 -0.12375  0.2739
C: -4.22126 3.02817 -1.67475  -0.7748
C: -4.28409 3.81826 -0.37203  -0.3592
C: -2.92224 4.25315 0.16540  -0.9620
S: -1.93918 2.83027 0.72766  1.1378
O: -0.45107 3.15154 0.58436  -0.6767
C: -2.36718 2.86350 2.49312  -1.1803
C: -1.44579 3.76151 3.31781  -0.3350
C: -1.75742 5.25541 3.24806  -1.3771
H: -5.21176 2.66423 -1.94615  0.4304
H: -3.55884 2.16351 -1.59613  -0.1531
H: -3.87878 3.66011 -2.49727  0.3373
H: -4.80816 3.23496 0.39201  0.2293
H: -4.87165 4.72314 -0.53007  0.4577
H: -3.02910 4.91306 1.02297  0.3025
H: -2.30205 4.74232 -0.58860  0.4948
H: -2.27692 1.82824 2.82289  0.5171
H: -3.41798 3.16176 2.54409  0.6481
H: -0.41624 3.58121 3.00560  0.1834
H: -1.53283 3.41957 4.35059  0.4696
H: -1.41647 5.69813 2.31136  0.3199
H: -1.24543 5.77994 4.05333  0.4207
H: -2.82719 5.44427 3.36388  0.3290

---

Entry 3:
Formula: C30H30NO2PPt
Source: the Open Molecules 2025 dataset
Level of theory: the ωB97M-V functional and the def2-TZVPD basis

Properties
Multiplicity   5
HOMO level (alpha / beta)   -6.08 / -8.29 eV
Gap between HOMO and LUMO (alpha / beta)   0.24615 / 0.25136 Eh
Max |F|   1.066 eV/Å

Last column: Mulliken charge in e.
Cartesian coordinates (Å):
Pt: -0.95130 -0.15829 -0.09419  0.6275
C: 2.70130 -0.08910 -3.23223  -1.5773
C: 3.58551 -0.73163 -2.19817  1.2431
C: 4.83427 -1.22763 -2.55507  -0.7642
C: 5.67120 -1.81629 -1.61983  -0.6401
C: 5.26555 -1.91624 -0.29881  -0.8901
C: 4.02812 -1.42136 0.07962  -0.6255
C: 3.18546 -0.81497 -0.85090  0.4047
P: 1.52378 -0.15926 -0.38586  1.0626
C: 1.42406 -0.78957 1.35261  -0.1472
C: 1.21506 -2.17526 1.39068  0.0174
C: 1.05918 -2.85175 2.58309  -0.8422
C: 1.08437 -2.14254 3.77372  -0.7330
C: 1.31941 -0.77906 3.75368  -0.8450
C: 1.51461 -0.07905 2.56358  0.7787
C: 1.87898 1.37916 2.64136  -1.1881
C: 1.83953 1.63307 -0.41771  0.8241
C: 3.11526 2.17788 -0.58325  -0.3048
C: 3.29345 3.54756 -0.64254  -0.6168
C: 2.19077 4.38957 -0.56912  -0.7777
C: 0.92327 3.85271 -0.43248  -0.6215
C: 0.72521 2.47457 -0.33092  0.1452
C: -0.64596 1.93550 -0.08521  -2.0324
H: 2.96440 -0.42669 -4.23398  0.4880
H: 2.80319 0.99844 -3.20199  0.2768
H: 1.65177 -0.32362 -3.04270  0.2704
H: 5.15343 -1.16047 -3.58906  0.4315
H: 6.63603 -2.20374 -1.92169  0.3811
H: 5.91085 -2.37776 0.43784  0.4495
H: 3.72521 -1.49042 1.11571  0.4324
H: 1.20040 -2.72628 0.45722  0.4711
H: 0.90396 -3.92251 2.58298  0.4230
H: 0.93243 -2.65307 4.71620  0.4028
H: 1.37338 -0.23062 4.68724  0.3663
H: 2.07843 1.66055 3.67500  0.4642
H: 1.08321 2.02171 2.26261  0.1884
H: 2.77120 1.58596 2.05349  0.2374
H: 3.97617 1.52585 -0.65674  0.3833
H: 4.29116 3.95682 -0.73826  0.4450
H: 2.32277 5.46365 -0.60848  0.3808
H: 0.06424 4.51254 -0.38243  0.4664
H: -1.36791 2.42644 -0.73952  0.5433
H: -0.95585 2.15021 0.94945  0.4538
C: -3.90673 0.65583 -2.49756  -1.2025
C: -4.82691 0.22136 -1.39968  1.0680
C: -6.18574 0.11781 -1.57671  -0.7486
C: -7.03484 -0.25665 -0.53563  -0.6522
C: -6.51257 -0.57229 0.71937  -0.7350
C: -5.16397 -0.51062 0.96357  0.9447
C: -4.56471 -0.87211 2.28755  -1.3905
C: -4.27269 -0.08035 -0.09365  0.2670
N: -3.00990 0.04842 0.15656  -0.2947
H: -4.40899 0.61627 -3.46264  0.3987
H: -3.01540 0.03044 -2.52720  0.2079
H: -3.56949 1.68198 -2.32467  0.2305
H: -6.60877 0.34075 -2.54884  0.3873
H: -8.10291 -0.30551 -0.70065  0.3846
H: -7.17761 -0.87419 1.51950  0.3724
H: -5.33462 -1.18988 2.98787  0.3920
H: -4.02604 -0.02054 2.70888  0.2989
H: -3.83618 -1.67639 2.16107  0.2601
O: -1.61800 -2.45120 0.35770  -0.5315
C: -1.69196 -2.61681 -0.87243  0.0445
O: -1.33223 -1.74793 -1.71720  -0.5826
H: -2.09932 -3.56334 -1.27020  0.4281

---

Entry 4:
Formula: C6H2BrF5O2
Source: the Open Molecules 2025 dataset
Level of theory: the ωB97M-V functional and the def2-TZVPD basis

Properties
Multiplicity   1
HOMO level (alpha / beta)   -7.87 / -7.52 eV
Energy relative to the best compared isomer or geometry (same formula, charge and spin)   16.9 kcal per mole
Gap between HOMO and LUMO (alpha / beta)   0.27880 / 0.25249 Eh
Max |F|   4.548 eV/Å

Last column: Mulliken charge in e.
Cartesian coordinates (Å):
C: 1.78230 0.67670 0.69397  0.6546
C: 1.70560 -0.51299 0.02380  -0.8548
C: 0.47578 0.48950 1.28208  -0.3558
C: 0.37824 -0.93932 0.60727  1.5807
C: -1.10760 0.43361 -0.60706  0.2094
C: -0.85457 -0.96751 -0.35397  0.5410
O: -0.41128 1.03661 -1.52612  -0.4842
O: -2.22553 1.05652 -0.28566  -0.5196
F: 2.62658 1.67908 0.45833  -0.2713
F: 2.23594 -1.03270 -1.13954  -0.3023
F: 0.20737 0.95543 2.50568  -0.3204
F: 0.31367 -2.02261 1.46836  -0.3485
F: -0.57764 -1.72419 -1.47456  -0.2711
Br: -2.50998 -1.69206 0.40601  -0.0817
H: 0.43222 0.56227 -1.54710  0.4091
H: -2.47109 2.00168 -0.51149  0.4149